Record 1
C5H7OP in the gas phase in a non-equilibrium geometry, computed with ωB97M-V with the def2-TZVPD basis set.

- orbital gap (alpha / beta) (Eh) = 0.2969 / 0.2969
- energy relative to the best compared isomer or geometry (same formula, charge and spin) (kJ/mol) = 251.78

Geometry (Å):
C: -1.783 1.958 -0.223
C: -0.632 1.682 0.039
C: -0.430 -1.558 0.429
C: 0.368 -0.986 -0.723
C: 0.734 1.515 0.424
O: 2.937 -0.240 0.260
P: 1.632 0.221 -0.181
H: -2.706 2.343 -0.576
H: -1.051 -0.873 0.945
H: 0.324 -1.774 1.165
H: -1.070 -2.490 0.223
H: -0.450 -0.483 -1.192
H: 0.879 -1.793 -1.475
H: 1.248 2.477 0.886

Record 2
A molecular structure, C18H33NO5Pb in a non-equilibrium geometry, computed with ωB97M-V with the def2-TZVPD basis set.

- orbital gap (Eh) = 0.1077
- charge = +2

Geometry (Å):
C: 4.297 -0.006 1.146
O: 4.813 1.251 0.773
C: 3.839 2.219 0.460
C: 3.672 2.376 -1.059
C: 2.249 2.676 -1.531
C: 1.213 1.566 -1.282
C: 1.258 0.496 -2.375
C: 2.180 -0.712 -2.192
C: 1.457 -1.965 -1.670
C: 0.341 -1.670 -0.660
C: -0.133 -2.877 0.153
C: -0.727 -2.472 1.503
C: -1.830 -1.408 1.500
C: -2.975 -1.643 0.502
C: -3.266 -0.554 -0.535
C: -3.937 0.728 -0.024
C: -5.260 0.507 0.686
O: -5.125 0.044 2.025
O: -1.267 -0.080 1.242
C: -0.579 0.530 2.182
O: 0.423 1.136 2.005
O: -1.203 0.424 3.428
C: -1.667 1.567 3.873
N: -2.126 2.547 4.269
H: 5.112 -0.720 1.099
H: 3.913 0.013 2.165
H: 3.484 -0.326 0.484
H: 4.188 3.167 0.864
H: 2.894 2.003 0.963
H: 4.280 3.224 -1.363
H: 4.089 1.512 -1.574
H: 2.291 2.912 -2.596
H: 1.881 3.574 -1.040
H: 0.220 2.016 -1.257
H: 1.359 1.089 -0.316
H: 0.192 0.114 -2.519
H: 1.562 1.044 -3.310
H: 2.972 -0.382 -1.523
H: 2.681 -0.951 -3.133
H: 2.184 -2.668 -1.278
H: 0.978 -2.451 -2.540
H: -0.516 -1.316 -1.233
H: 0.654 -0.886 0.017
H: 0.728 -3.521 0.329
H: -0.835 -3.491 -0.408
H: -1.186 -3.345 1.965
H: 0.077 -2.178 2.177
H: -2.261 -1.417 2.497
H: -2.813 -2.601 0.012
H: -3.896 -1.762 1.066
H: -3.964 -0.995 -1.250
H: -2.373 -0.271 -1.105
H: -3.284 1.320 0.615
H: -4.141 1.357 -0.893
H: -5.804 1.451 0.711
H: -5.873 -0.197 0.123
H: -4.216 0.168 2.307
Pb: -0.225 -0.163 -4.474

Record 3
2 unconnected molecules or ions with the total composition C4H8NO3 in a non-equilibrium geometry, computed with ωB97M-V with the def2-TZVPD basis set.

- orbital gap (Eh) = 0.3247
- charge = -1
- energy relative to the best compared isomer or geometry (same formula, charge and spin) (kJ/mol) = 45.19

Geometry (Å):
C: -1.463 0.742 2.217
N: -1.118 0.129 1.082
C: -1.692 -1.164 0.761
O: -2.247 0.320 3.064
H: -1.027 1.745 2.347
H: -0.412 0.568 0.428
H: -2.589 -1.284 1.379
H: -1.037 -1.993 1.019
H: -1.905 -1.210 -0.300
O: 0.425 -0.657 -1.558
C: 1.192 0.269 -1.235
O: 0.956 1.208 -0.429
C: 2.510 0.330 -2.038
H: 2.288 0.723 -3.036
H: 3.239 0.960 -1.520
H: 2.879 -0.687 -2.180

Record 4
A molecular structure, C3H7N in a non-equilibrium geometry, computed with ωB97M-V with the def2-TZVPD basis set.

- orbital gap (alpha / beta) (Eh) = 0.3115 / 0.3477
- charge = +1
- multiplicity = 2
- expectation value of S² = 0.76
- energy relative to the best compared isomer or geometry (same formula, charge and spin) (kJ/mol) = 500.98

Geometry (Å):
C: 0.021 -0.854 -1.047
C: -0.399 0.053 0.090
C: -0.161 1.491 0.113
N: -0.154 -0.728 1.325
H: 0.271 -1.948 -0.810
H: -0.545 -0.853 -1.968
H: 1.085 -0.546 -1.368
H: 0.708 1.800 0.680
H: -0.956 2.212 -0.049
H: -0.515 -0.406 2.242
H: 0.644 -0.220 0.790